The following is a DFT calculation (ωB97M-V/def2-TZVPD) of a 2-piece molecular cluster, C3H7BrN overall at a distorted geometry.

ORCA input file:
```
! RIJCOSX wB97M-V def2-TZVPD def2/J DEFGRID3
* xyz 1 1
C 1.8590 -1.1066 -0.0638
C -1.3743 -0.5405 -0.5128
C -0.0107 1.2345 0.4486
N -0.3803 -0.0881 0.3211
Br 3.0163 0.1925 -0.3014
H 2.0307 -1.9888 0.5300
H -2.3445 -0.6198 0.2082
H -1.6253 -1.6550 -0.7208
H -1.7186 0.0605 -1.2919
H 0.1009 1.4864 1.4686
H -0.6252 1.8337 -0.1619
H 1.0719 1.1910 0.0760
*
```

Output
Energy relative to the best compared isomer or geometry (same formula, charge and spin) in kcal/mol: 148.7
LUMO level (spin up / spin down) in eV: -6.537 / -6.710
Frontier orbital gap (spin up / spin down) in eV: 7.2379 / 7.5904

Atom-resolved charges from Mulliken, all expressed in e: C -0.0615; C -0.7138; C -0.2331; N -0.1722; Br 0.1834; H 0.3447; H 0.3439; H 0.3344; H 0.3570; H 0.3431; H 0.3530; H -0.0789

The following is a DFT calculation (ωB97M-V/def2-TZVPD) of C3H8NPS2 as an isolated structure at a distorted geometry.

ORCA input file:
```
! RIJCOSX wB97M-V def2-TZVPD def2/J DEFGRID3
* xyz 0 1
C 0.2789 1.2516 -0.6301
C -0.6779 -1.0183 0.8136
C 1.8590 -1.1488 -0.4113
N -0.8467 1.9503 -0.1950
P 0.1570 -0.5868 -0.7099
S 1.4819 1.9921 -1.4680
S -3.4214 0.2541 0.6671
H -1.7972 -0.5787 0.7573
H -0.5887 -2.1383 1.0826
H -0.4222 -0.3512 1.5656
H 1.7959 -2.2527 -0.3933
H 2.5516 -0.7838 -1.2237
H 2.1544 -0.8238 0.6019
H -1.7155 1.3306 0.0290
H -0.8091 2.9036 -0.4858
*
```

Output
Energy relative to the best compared isomer or geometry (same formula, charge and spin) in kcal/mol: 93.8
LUMO level (spin up / spin down) in eV: -3.336 / -3.271
Frontier orbital gap (spin up / spin down) in eV: 4.9501 / 5.0176

Atom-resolved charges from Mulliken, all expressed in e: C 0.2909; C -0.5416; C -0.9820; N -0.2454; P 0.1618; S -0.3432; S -0.1840; H -0.2275; H 0.3311; H 0.4950; H 0.3377; H 0.3420; H 0.3102; H 0.0551; H 0.1998

The following is a DFT calculation (ωB97M-V/def2-TZVPD) of C49H40F15GeIrN4S2 as an isolated structure at a distorted geometry.

ORCA input file:
```
! RIJCOSX wB97M-V def2-TZVPD def2/J DEFGRID3
* xyz 0 5
Ir -7.9012 -5.7677 -19.3741
S -9.5642 -3.9937 -23.1594
C -8.3356 -2.9221 -22.6836
C -7.9420 -1.7583 -23.3564
C -7.0772 -0.8642 -22.7099
C -6.2793 -1.3773 -21.6797
C -6.5910 -2.5895 -21.0274
C -7.6988 -3.2906 -21.4811
N -8.3682 -4.4075 -20.8863
C -9.3244 -4.8603 -21.6805
C -10.1976 -5.8850 -21.1458
C -11.3798 -6.3129 -21.7783
C -12.2779 -7.0443 -21.0171
C -12.0137 -7.2511 -19.6206
C -10.7460 -7.0592 -19.1192
C -9.8063 -6.3097 -19.8637
H -8.4491 -1.5370 -24.2862
H -6.9050 0.0734 -23.1536
H -5.3604 -0.8339 -21.3564
H -6.0261 -3.0517 -20.1804
H -11.5243 -6.0303 -22.8441
H -13.1704 -7.4360 -21.5516
H -12.8005 -7.7104 -19.0758
H -10.4809 -7.4153 -18.1138
F -6.8298 -5.4731 -24.3211
C -5.6495 -5.8075 -24.9089
C -5.0402 -6.9936 -24.5808
C -4.0265 -7.4172 -25.4517
F -3.5430 -8.6968 -25.3836
C -3.5243 -6.6463 -26.5062
F -2.5991 -7.2092 -27.2936
C -3.9907 -5.3433 -26.6205
F -3.4033 -4.5544 -27.5324
C -5.1181 -4.9230 -25.8760
F -5.9135 -3.8440 -26.1425
Ge -5.6879 -7.8976 -22.8560
S -6.3824 -6.6620 -21.0554
C -7.1165 -9.0908 -23.7188
C -6.6659 -10.2664 -24.3354
F -5.3510 -10.5418 -24.4545
C -7.5713 -11.1666 -24.8018
F -7.2511 -12.4213 -25.0512
C -8.9059 -10.7521 -25.0469
F -9.7770 -11.6646 -25.4651
C -9.3266 -9.4723 -24.6763
F -10.4919 -8.9797 -25.0782
C -8.4063 -8.7269 -23.9330
F -8.7628 -7.4674 -23.5379
C -4.2400 -9.0131 -22.0856
C -2.9220 -8.5689 -22.1505
F -2.6686 -7.4191 -22.8662
C -1.8682 -9.2501 -21.5128
F -0.6702 -8.6900 -21.5334
C -2.1194 -10.5324 -21.0010
F -1.2376 -11.2254 -20.2778
C -3.4596 -10.9784 -20.9643
F -3.7247 -12.1669 -20.4003
C -4.4827 -10.2086 -21.4416
F -5.7437 -10.6405 -21.3082
C -8.5283 -3.9069 -14.4344
C -8.1355 -3.1988 -15.7295
N -9.3157 -2.9455 -16.5826
C -9.9472 -1.6573 -16.4307
C -11.3515 -1.8852 -15.9005
C -9.4910 -3.7268 -17.6685
C -10.6069 -3.3922 -18.5517
N -8.7500 -4.8476 -17.8797
H -7.5959 -3.9601 -13.8910
H -8.9164 -4.9561 -14.5042
H -9.3204 -3.3194 -13.8681
H -7.3610 -3.7515 -16.3098
H -7.7035 -2.1803 -15.4840
H -10.0032 -1.0518 -17.3323
H -9.3888 -1.1419 -15.6887
H -12.1457 -1.9030 -16.6992
H -11.6019 -1.0567 -15.2290
H -11.4580 -2.8584 -15.4041
H -10.3830 -3.7799 -19.5670
H -10.7311 -2.2935 -18.5847
H -11.5339 -3.9115 -18.2373
H -8.4989 -5.2200 -16.9144
C -5.0988 -5.5792 -13.6918
C -5.0588 -5.5995 -15.1997
C -3.8561 -5.2335 -15.8174
C -3.6417 -5.3456 -17.2419
C -2.2769 -5.1361 -17.7877
C -4.7574 -5.7311 -17.9965
C -5.9310 -6.2297 -17.3844
C -6.1476 -6.0516 -16.0212
N -6.8852 -6.8741 -18.1030
C -6.8758 -8.3916 -18.0200
C -5.4115 -8.8645 -18.2627
C -7.7780 -9.0864 -19.0379
C -7.4299 -8.7944 -16.6633
H -5.0883 -4.5388 -13.3357
H -4.2283 -6.0462 -13.2039
H -5.9849 -6.1311 -13.2717
H -3.1071 -4.8200 -15.2202
H -2.0307 -4.0636 -17.8417
H -2.3149 -5.5552 -18.8027
H -1.4917 -5.6501 -17.1847
H -4.7703 -5.6802 -19.0771
H -7.0510 -6.3834 -15.5434
H -4.9701 -8.2972 -19.0563
H -5.4276 -9.9200 -18.5802
H -4.8289 -8.6639 -17.3148
H -7.5990 -8.7875 -20.0880
H -8.7762 -8.8776 -18.7371
H -7.4660 -10.1550 -18.9630
H -6.7902 -8.5073 -15.7920
H -7.5929 -9.9015 -16.7267
H -8.4738 -8.4256 -16.5474
*
```

Output
Energy relative to the best compared isomer or geometry (same formula, charge and spin) in kcal/mol: 16.9
LUMO level (spin up / spin down) in eV: -0.109 / -1.370
Frontier orbital gap (spin up / spin down) in eV: 4.8149 / 6.0275
<S²>: 6.032

Mulliken atomic charge list, values in e, 99 entries: Ir -0.4022; S -0.4439; C 1.0289; C -0.5621; C -0.9739; C -0.3832; C -0.6190; C -0.7380; N 1.2111; C 0.1978; C 0.8559; C -0.2513; C -0.8121; C -0.9567; C -0.2558; C -0.2462; H 0.4295; H 0.4580; H 0.3788; H 0.2905; H 0.4243; H 0.3787; H 0.5084; H 0.2907; F 0.0423; C 0.1204; C 0.2004; C 0.4388; F -0.3290; C 0.1247; F -0.2801; C 0.2857; F -0.3098; C -0.2092; F -0.2552; Ge -0.1755; S -0.6689; C 0.4713; C 0.3833; F -0.2913; C 0.1581; F -0.2995; C 0.4573; F -0.3078; C -0.3231; F -0.2851; C 0.2777; F 0.1814; C 0.1273; C 0.2155; F -0.3413; C 0.2354; F -0.3143; C 0.2853; F -0.2880; C 0.5168; F -0.3476; C 0.3390; F -0.4500; C -0.9211; C -0.7163; N 0.2758; C -0.7864; C -1.0493; C 0.8243; C -0.7039; N -0.2530; H 0.3165; H 0.1257; H 0.3995; H 0.1638; H 0.5143; H 0.5357; H 0.5159; H 0.2972; H 0.3754; H 0.3139; H -0.2546; H 0.5820; H 0.1551; H -0.1285; C -1.8383; C 0.0297; C -0.7830; C 0.2843; C -1.6020; C 0.3219; C -0.1732; C -0.5836; N 0.7648; C 1.8464; C -1.8126; C -1.7316; C -1.7000; H 0.3606; H 0.4597; H 0.3277; H 0.6197; H 0.3000

The following is a DFT calculation (ωB97M-V/def2-TZVPD) of a 2-piece molecular cluster, C2H5N2O2S2 overall at a distorted geometry.

ORCA input file:
```
! RIJCOSX wB97M-V def2-TZVPD def2/J DEFGRID3
* xyz 1 1
C 0.2991 -0.0108 -1.2944
C -0.0800 0.1669 1.2366
N -1.0820 2.1230 -1.1695
N -0.2646 -0.5547 -2.1537
O 0.8123 2.6611 -2.7868
O -0.4635 4.6110 -1.8817
S 1.2471 0.2627 0.0030
S -0.2541 3.0180 -1.9168
H 0.2719 0.3750 2.2327
H -0.5296 -0.7809 1.4228
H -0.8678 0.8687 1.1524
H -0.7550 4.9144 -1.0491
H -0.4382 -1.0312 -3.0443
*
```

Output
Energy relative to the best compared isomer or geometry (same formula, charge and spin) in kcal/mol: 50.6
LUMO level in eV: -4.747
Frontier orbital gap in eV: 9.9006

Atom-resolved charges from Mulliken, all expressed in e: C 0.4470; C -0.9413; N -0.4087; N -0.0867; O -0.4078; O -0.3591; S 0.0463; S 0.8453; H 0.3784; H 0.3723; H 0.3765; H 0.3801; H 0.3577

The following is a DFT calculation (ωB97M-V/def2-TZVPD) of a 3-piece molecular cluster, C22H39F5N2O9S overall at a distorted geometry.

ORCA input file:
```
! RIJCOSX wB97M-V def2-TZVPD def2/J DEFGRID3
* xyz 0 1
O -1.7204 -0.8627 -0.2691
C -0.7296 -1.3820 0.3118
O -0.7243 -2.0748 1.5566
C 0.5921 -2.6818 1.6082
O 0.8767 -3.5403 2.4794
C 1.5758 -2.1086 0.4980
C 3.1254 -2.3977 0.2864
S 4.2409 -1.6067 1.5398
O 4.9484 -0.4372 0.8825
O 3.5619 -1.2186 2.8209
C 0.7570 -1.2771 -0.3128
C 1.0519 -0.3927 -1.6029
C 2.4111 0.4599 -1.5534
C 2.2161 1.9800 -1.0233
C 1.9438 2.0939 0.5459
F 2.7081 3.2357 1.0039
F 2.3998 0.9708 1.2851
C 0.4158 2.3687 0.9702
F -0.4506 2.7084 -0.0860
F 0.4200 3.4779 1.8851
F -0.0271 1.2554 1.7410
H 3.4571 -2.1257 -0.7759
H 3.2643 -3.5428 0.3958
H 5.2207 -2.5716 1.8520
H 1.0537 -1.0465 -2.5592
H 0.1755 0.3505 -1.7093
H 3.2609 -0.0029 -0.9502
H 2.7668 0.5698 -2.6509
H 1.4740 2.5734 -1.6768
H 3.2393 2.4917 -1.2070
C -3.4148 -2.1783 -7.9132
O -2.1350 -2.7033 -7.5950
C -1.1055 -2.3175 -8.5088
C -0.1670 -1.2833 -7.8784
N -0.8259 0.0125 -7.7179
C -0.1355 0.9425 -6.8195
C 0.1570 0.4917 -5.3783
O -0.9922 0.3801 -4.5447
C -1.7504 -0.8041 -4.7396
H -4.1558 -2.7207 -7.3230
H -3.4856 -1.1204 -7.6459
H -3.6506 -2.3096 -8.9728
H -1.5136 -1.9658 -9.4611
H -0.5252 -3.2266 -8.7153
H 0.7140 -1.1613 -8.5158
H 0.1609 -1.6911 -6.9174
H -1.7598 -0.1334 -7.3515
H -0.7566 1.8427 -6.7688
H 0.8069 1.2396 -7.2929
H 0.7704 1.2749 -4.9195
H 0.7612 -0.4211 -5.3299
H -1.1216 -1.6713 -4.9561
H -2.4869 -0.6488 -5.5280
H -2.3059 -1.0058 -3.8209
C 1.2299 0.4374 5.1632
O 1.1322 1.1589 6.3823
C 0.6086 2.4804 6.2333
C -0.8240 2.5702 6.7692
N -1.7649 1.8542 5.9084
C -3.0729 1.5924 6.5167
C -3.1242 0.8219 7.8470
O -2.7800 -0.5565 7.7497
C -1.3865 -0.8152 7.6779
H 1.8589 -0.4371 5.3398
H 0.2489 0.0815 4.8359
H 1.6878 1.0410 4.3747
H 0.6767 2.8342 5.2000
H 1.2460 3.1315 6.8465
H -1.1208 3.6218 6.8287
H -0.8133 2.1608 7.7838
H -1.3623 0.9611 5.6476
H -3.6493 1.0247 5.7788
H -3.5884 2.5507 6.6456
H -4.1669 0.8351 8.1810
H -2.5538 1.3084 8.6453
H -0.8024 -0.1292 8.2959
H -1.0552 -0.7844 6.6398
H -1.2114 -1.8318 8.0375
*
```

Output
Energy relative to the best compared isomer or geometry (same formula, charge and spin) in kcal/mol: 94.9
LUMO level in eV: -1.385
Frontier orbital gap in eV: 6.9404
SMILES string: O=C1OC(=O)C(C[SH](=O)=O)=C1CCCC(F)(F)C(F)(F)F.COCCNCCOC.COCCNCCOC

Atom-resolved charges from Mulliken, all expressed in e: O -0.5385; C 0.2151; O -0.2872; C 0.3492; O -0.5576; C 0.4708; C -0.9893; S 0.8547; O -0.5869; O -0.4664; C 0.3332; C -0.3477; C -0.5158; C -1.2655; C 0.9012; F -0.3555; F -0.1092; C 0.6183; F -0.2506; F -0.2755; F -0.1883; H 0.4067; H 0.5072; H 0.1804; H 0.2518; H 0.3299; H 0.2192; H 0.3521; H 0.3196; H 0.3888; C -0.7050; O -0.3261; C -0.8057; C -0.1093; N -0.3157; C -1.1445; C -0.1103; O -0.4048; C -0.6232; H 0.2328; H 0.2977; H 0.3313; H 0.3901; H 0.3927; H 0.4011; H 0.0904; H 0.1101; H 0.3825; H 0.4447; H 0.3133; H 0.3292; H 0.2940; H 0.1839; H 0.3838; C -0.5215; O -0.3802; C -0.6622; C -0.2147; N -0.1977; C -0.7061; C -0.4624; O -0.4346; C -0.4290; H 0.2086; H 0.1966; H 0.3397; H 0.2507; H 0.3896; H 0.3975; H 0.1373; H -0.0277; H 0.3583; H 0.3770; H 0.3498; H 0.3481; H 0.2641; H 0.0936; H 0.3277

The following is a DFT calculation (ωB97M-V/def2-TZVPD) of C17H17BMnN2O4S as an isolated structure at a distorted geometry.

ORCA input file:
```
! RIJCOSX wB97M-V def2-TZVPD def2/J DEFGRID3
* xyz 2 4
Mn 1.0949 -0.8152 0.8942
C -0.1701 -3.9737 -1.4422
C 0.7917 -2.9588 -0.9361
O 0.3121 -2.1945 -0.0130
C 2.1187 -2.8548 -1.4125
C 2.6212 -3.7900 -2.3487
C 3.9114 -3.7024 -2.7900
C 4.7324 -2.6704 -2.3130
C 4.2721 -1.7372 -1.4025
C 2.9742 -1.8306 -0.9509
O 2.5421 -0.9181 -0.0563
H -1.1508 -3.8169 -1.0059
H 0.1831 -4.9735 -1.1781
H -0.2338 -3.9196 -2.5296
H 1.9847 -4.5867 -2.7076
H 4.2972 -4.4230 -3.4969
H 5.7549 -2.6000 -2.6626
H 4.9017 -0.9385 -1.0348
S 0.4382 -0.3805 2.9111
C -0.9526 0.5897 3.3184
N -0.8617 1.7876 3.8414
C -2.1903 2.3362 4.1834
C -3.1340 1.1633 3.8191
N -2.1942 0.1656 3.2661
H 0.0070 2.2846 3.9580
H -2.3834 3.2297 3.5954
H -2.2314 2.5917 5.2383
H -3.8762 1.4368 3.0739
H -3.6400 0.7545 4.6898
H -2.4603 -0.7408 2.9191
O 0.2748 1.0305 -1.2747
B 0.0435 0.7027 0.0136
O -0.8968 1.4717 0.6346
C -1.2923 2.3745 -0.3670
C -2.2196 3.3850 -0.2904
C -2.4026 4.1293 -1.4510
C -1.6848 3.8569 -2.6131
C -0.7514 2.8280 -2.6705
C -0.5883 2.1083 -1.5126
H -2.7772 3.5910 0.6138
H -3.1186 4.9399 -1.4515
H -1.8574 4.4617 -3.4926
H -0.1882 2.6056 -3.5662
*
```

Output
LUMO level (spin up / spin down) in eV: -8.671 / -7.906
Frontier orbital gap (spin up / spin down) in eV: 5.8035 / 6.5812
<S²>: 3.906

Atom-resolved charges from Mulliken, all expressed in e: Mn 0.8695; C -1.5595; C 1.6427; O -0.4828; C -0.1062; C -0.7603; C -0.9302; C -0.3590; C -0.7631; C 0.8038; O -0.7955; H 0.3215; H 0.4395; H 0.4552; H 0.4211; H 0.4382; H 0.4270; H 0.5134; S -0.3647; C 0.3336; N -0.0020; C -0.3986; C -0.3998; N 0.0408; H 0.2217; H 0.2732; H 0.3276; H 0.2891; H 0.3243; H 0.2235; O -0.4233; B 0.3935; O 0.4583; C 0.9147; C -0.9617; C -0.6112; C -0.5417; C -0.9646; C 0.5341; H 0.4196; H 0.4213; H 0.4153; H 0.5015

Which formula does entry 4 have?
C2H5N2O2S2